(1)
Entry from the OMol25 dataset: an isolated molecule of C4H9NO2 (ωB97M-V/def2-TZVPD).

Computed properties:
LUMO (Eh): 0.0279
Relative energy (zero: lowest compared OMol25 entry of this formula, charge and spin) (eV): 0.973
Structure (SMILES): CNC(=O)CCO
Charge: 0
HOMO-LUMO gap (eV): 10.308
Maximum force (eV Å⁻¹): 0.8

Cartesian coordinates (Å):
C  0.76786  -0.54214  1.01472
C  1.61605  -0.89762  -0.22327
O  2.49959  0.13261  -0.60650
C  -0.67890  -0.24098  0.66028
N  -0.88153  0.69552  -0.28140
C  -2.23489  1.03704  -0.66473
O  -1.60793  -0.82569  1.20184
H  0.72362  -1.37930  1.70243
H  1.22046  0.35209  1.45259
H  0.96397  -1.04071  -1.09371
H  2.11416  -1.86422  -0.09272
H  3.29807  0.10109  -0.07637
H  -0.09062  1.17852  -0.67222
H  -2.20297  1.69651  -1.52167
H  -2.75059  0.12771  -0.98716
H  -2.75635  1.46958  0.18790

Results of the Löwdin charge analysis, in e, for atoms 1 through 4: -0.075, -0.265, -0.069, -0.528

(2)
Entry from the OMol25 dataset: a structure of composition CH2P2S3 (ωB97M-V/def2-TZVPD).

Computed properties:
LUMO (spin up / spin down) (Eh): -0.0894 / -0.1039
Relative energy (zero: lowest compared OMol25 entry of this formula, charge and spin) (eV): 1.504
Charge: 0
HOMO-LUMO gap (spin up / spin down) (eV): 6.915 / 5.974
Maximum force (eV Å⁻¹): 2.7

Cartesian coordinates (Å):
C  -0.99836  -0.01441  -0.10582
P  0.22958  -1.38622  -0.31636
P  0.13274  1.41852  -0.42550
S  1.34854  -0.08594  -1.58419
S  1.15031  -1.99932  1.30118
S  1.17571  1.79329  1.23520
H  -1.74273  0.05422  -1.03071
H  -1.29579  0.21985  0.92620

Results of the Löwdin charge analysis, in e, for atoms 1 through 4: -0.726, 0.029, 0.148, 0.164

(3)
Entry from the OMol25 dataset: an isolated molecule of C2H4O2Si (ωB97M-V/def2-TZVPD).

Computed properties:
LUMO (Eh): 0.0142
Relative energy (zero: lowest compared OMol25 entry of this formula, charge and spin) (eV): 1.096
Structure (SMILES): O[Si]1(O)C=C1
Charge: 0
HOMO-LUMO gap (eV): 8.679
Maximum force (eV Å⁻¹): 4.6

Cartesian coordinates (Å):
C  -0.87289  -1.10145  -0.13159
C  -0.41723  -0.30990  -1.16674
O  1.79942  0.07449  0.83792
O  -0.17409  1.87271  1.04922
Si  0.36110  0.53296  0.25716
H  -1.46066  -2.01778  -0.04009
H  -0.46829  -0.34602  -2.17723
H  2.23192  -0.78158  0.62658
H  -0.99928  2.07659  0.74477

Results of the Löwdin charge analysis, in e, for atoms 1 through 4: -0.090, -0.228, -0.132, -0.080

(4)
Entry from the OMol25 dataset: an isolated molecule of C21H19ClN4O3 (ωB97M-V/def2-TZVPD).

Computed properties:
LUMO (Eh): -0.0307
Relative energy (zero: lowest compared OMol25 entry of this formula, charge and spin) (eV): 4.555
Structure (SMILES): CC1=NNC(=O)/C1=C\c1ccc(OCC(=O)N/N=C(\C)c2ccc(Cl)cc2)cc1
Charge: 0
HOMO-LUMO gap (eV): 7.414
Maximum force (eV Å⁻¹): 6.0

Cartesian coordinates (Å):
O  -5.29803  -0.89765  1.56783
O  3.72749  2.50255  1.36863
Cl  9.36043  -4.40299  -1.39185
N  -8.22739  0.55346  0.60544
N  4.27494  -0.04717  -0.07872
O  0.44574  0.89843  1.33480
C  -6.09406  -0.14258  1.02102
C  2.86162  1.65615  1.11723
C  -7.39118  1.42729  0.07047
C  -5.99745  1.07846  0.20371
C  -4.92181  1.71707  -0.31603
C  4.22990  -1.20545  -0.71933
C  7.16794  -2.92178  -2.27541
C  7.36493  -3.29022  0.01998
C  -1.38821  2.39878  0.59435
C  -1.65418  0.04199  0.72393
C  -2.65202  2.54594  0.20192
C  -2.86291  0.13332  0.15957
C  5.94710  -2.18259  -2.12890
C  6.23529  -2.45064  0.22357
C  7.88560  -3.54683  -1.24875
C  -0.84447  1.19515  0.94943
C  -3.46816  1.38973  -0.11986
C  5.44363  -1.92324  -0.89549
N  -7.39972  -0.43254  1.08302
N  3.07422  0.47533  0.36539
C  -8.04585  2.68244  -0.57557
C  1.46078  1.92482  1.67065
C  2.92517  -1.94572  -1.03482
H  -5.15334  2.70733  -0.66483
H  7.57528  -2.99787  -3.24275
H  7.92270  -3.73920  0.77143
H  -0.73776  3.32136  0.65305
H  -1.19162  -0.94065  0.83973
H  -2.98052  3.46139  0.04047
H  -3.34521  -0.82845  0.10365
H  5.38946  -1.72669  -2.99329
H  6.10328  -2.25263  1.29515
H  -7.79429  -1.26196  1.62823
H  2.32019  -0.19086  0.45140
H  -8.16851  3.56543  0.14061
H  -8.99382  2.41982  -0.97698
H  -7.45942  2.96827  -1.46451
H  1.06964  2.87240  1.43562
H  1.60243  1.87440  2.69870
H  2.41723  -1.68002  -1.94290
H  3.01557  -2.95290  -1.16474
H  2.24938  -1.85066  -0.10428

Results of the Löwdin charge analysis, in e, for atoms 1 through 4: 0.047, 0.060, 0.700, 0.106

(5)
Entry from the OMol25 dataset: an isolated molecule of C4H9NO3 (ωB97M-V/def2-TZVPD).

Computed properties:
LUMO (Eh): -0.0022
Relative energy (zero: lowest compared OMol25 entry of this formula, charge and spin) (eV): 4.920
Structure (SMILES): CCCC(O)(O)N=O
Charge: 0
HOMO-LUMO gap (eV): 8.780
Maximum force (eV Å⁻¹): 3.7

Cartesian coordinates (Å):
C  -1.28233  -0.20568  -0.46018
C  -0.69543  -0.29211  0.89018
C  1.16650  -0.02345  0.77720
C  1.72564  1.12932  -0.01820
O  -2.38482  -1.00339  -0.76011
O  -1.55474  1.11144  -0.82065
N  0.00413  -0.80424  -1.23725
O  0.05856  -2.02463  -1.20174
H  -2.27071  -1.81823  -0.23134
H  -1.73511  1.10227  -1.77251
H  -0.76334  -1.28419  1.33297
H  -0.95189  0.50184  1.58660
H  1.20139  0.23520  1.83855
H  1.79263  -0.91428  0.71000
H  1.01564  1.95575  -0.09156
H  2.62690  1.51518  0.47212
H  2.04700  0.81920  -1.01407

Results of the Löwdin charge analysis, in e, for atoms 1 through 4: -0.642, -0.006, -0.171, -0.146

(6)
Entry from the OMol25 dataset: the ion C3H5N3 with charge +2 (ωB97M-V/def2-TZVPD).

Computed properties:
LUMO (spin up / spin down) (Eh): -0.4700 / -0.4851
Relative energy (zero: lowest compared OMol25 entry of this formula, charge and spin) (eV): 3.336
Charge: +2
HOMO-LUMO gap (spin up / spin down) (eV): 9.182 / 7.221
Maximum force (eV Å⁻¹): 4.5

Cartesian coordinates (Å):
C  0.41475  1.09078  -0.23190
C  -1.57651  1.46927  0.93601
C  0.40151  -0.44957  -0.21979
N  -0.52690  1.67011  0.47465
N  -0.85844  -0.73351  0.20211
N  1.38047  -1.33004  -0.27864
H  1.12127  1.67134  -0.90421
H  -2.56693  1.67853  1.26567
H  -1.29265  -1.65938  -0.23901
H  2.36719  -1.19215  -0.45359
H  1.13623  -2.21537  -0.55130

Results of the Löwdin charge analysis, in e, for atoms 1 through 4: 0.148, 0.420, -0.243, 0.169